Entry from OMol25: one molecule with the formula C23H29F2N3O (the ωB97M-V functional and the def2-TZVPD basis).

Structure (ORCA input):
```
! wB97M-V def2-TZVPD RIJCOSX def2/J DEFGRID3
* xyz 0 1
F -1.37 -0.98 -3.82
F -1.29 3.39 -5.51
O -0.85 -3.02 -0.29
N 0.02 1.19 2.35
N 1.49 2.63 -0.81
N -0.18 -1.67 2.11
C 0.83 1.80 -3.05
C -1.21 0.52 1.98
C 0.01 -5.18 3.16
C 1.95 2.15 -2.10
C -0.39 -5.85 2.02
C -0.71 -5.15 0.88
C -0.62 -3.76 0.84
C 0.77 3.89 -0.87
C -0.83 0.25 -3.85
C 0.88 0.29 3.08
C 0.76 1.64 -0.04
C -0.79 2.45 -4.70
C -0.23 -3.06 2.01
C -1.38 1.20 -4.69
C -1.02 -0.83 1.28
C 0.26 0.53 -3.03
C 0.60 4.45 0.54
C 0.62 2.12 1.42
C -1.31 -3.68 -1.45
C 1.10 -1.06 2.37
C 0.08 -3.80 3.14
C 0.29 2.76 -3.90
C -0.14 3.45 1.42
H 0.71 3.75 -3.94
H 1.84 0.78 3.27
H -1.76 0.34 2.91
H -0.47 -6.93 2.02
H -1.81 1.18 1.36
H -0.58 -4.39 -1.83
H -1.00 -5.69 -0.01
H 1.34 4.59 -1.48
H -1.15 3.30 1.03
H 0.40 0.09 4.04
H -0.58 -0.68 0.28
H 1.58 4.64 0.96
H 1.33 0.71 -0.07
H -1.99 -1.31 1.16
H 0.26 -5.72 4.06
H -0.24 1.46 -0.47
H 1.63 2.32 1.78
H 0.65 -0.25 -2.40
H 0.37 -3.27 4.04
H -0.23 3.77 -1.33
H -2.22 0.96 -5.32
H 1.66 -0.89 1.43
H -0.23 3.81 2.44
H 2.57 2.93 -2.54
H 2.57 1.27 -1.92
H -2.26 -4.19 -1.26
H 0.05 5.39 0.49
H -1.47 -2.89 -2.18
H 1.70 -1.71 3.00
*
```

The calculation puts the strongest force on any atom at 0.00972 hartree/bohr. The HOMO-LUMO gap comes out at 8.28 eV. The SMILES is COc1ccccc1N1CCN([C@@H]2CCCN(Cc3cc(F)cc(F)c3)C2)CC1. The value obtained for the energy above the lowest of the compared OMol25 structures with the same formula, charge and spin is 6.3 kcal/mol. Its total energy is -1333.03639 Eh. The value obtained for the LUMO energy is 0.745 eV.

=====

Entry from OMol25: a 2-piece molecular cluster, C5H16N3 overall (the ωB97M-V functional and the def2-TZVPD basis).

Structure (ORCA input):
```
! wB97M-V def2-TZVPD RIJCOSX def2/J DEFGRID3
* xyz 1 1
N 1.34 -0.29 2.00
N 0.63 0.37 3.03
N -0.73 -1.32 1.74
C 1.15 0.22 -2.04
C 0.48 -0.87 1.01
C -1.27 -0.49 -1.68
C -0.47 1.76 -0.80
C -0.14 0.42 -1.36
H -1.58 -1.17 1.20
H -1.28 1.72 -0.08
H 1.05 0.49 -3.09
H 0.40 2.24 -0.36
H 0.51 1.37 2.88
H -2.10 -0.38 -0.98
H -0.81 2.42 -1.62
H 1.13 0.24 3.91
H 1.46 -0.82 -2.01
H -0.95 -1.53 -1.72
H 1.93 0.84 -1.61
H 2.14 0.20 1.60
H -0.69 -2.30 2.05
H -0.64 -0.67 2.59
H -1.66 -0.24 -2.67
H 1.00 -1.66 0.48
*
```

The calculation puts the strongest force on any atom at 0.03503 hartree/bohr. The HOMO-LUMO gap (spin up / spin down) comes out at 6.81 / 8.68 eV. The value obtained for the energy above the lowest of the compared OMol25 structures with the same formula, charge and spin is 112.1 kcal/mol. Its total energy is -363.99678 Eh. The value obtained for the LUMO energy (spin up / spin down) is -3.756 / -3.012 eV.